(1)
The following is a DFT calculation (ωB97M-V/def2-TZVPD) of C10H13N in the gas phase.

## Properties
**ΔE to the lowest compared entry with this formula, charge and spin**: 0.000 eV
**HOMO level**: -8.8 eV
**Electronic energy**: -12071.07163 eV
**E_LUMO**: 0.038 Eh

Geometry as ORCA input:
```
! wB97M-V def2-TZVPD RIJCOSX def2/J DEFGRID3
* xyz 0 1
C -1.513 -1.810 0.745
C -1.101 -0.956 -0.478
C -1.905 1.221 0.128
C -0.518 1.900 0.064
C 0.596 0.907 -0.082
C 1.908 1.328 0.106
C 2.957 0.422 0.026
C 2.697 -0.949 -0.165
C 1.406 -1.357 -0.290
C 0.331 -0.447 -0.320
H -2.547 -2.150 0.607
H -0.846 -2.643 0.843
H -1.532 -1.238 1.661
H -1.145 -1.621 -1.327
H -1.911 0.428 -1.752
H -2.020 0.776 1.137
H -2.704 1.985 -0.007
H -0.520 2.569 -0.807
H -0.325 2.485 0.958
H 2.061 2.348 0.388
H 3.999 0.750 0.066
H 3.524 -1.641 -0.249
H 1.180 -2.417 -0.477
N -2.071 0.109 -0.775
*
```

Here are the natural (NBO) charges for atoms 1 to 4, given in e:
1 C -0.608
2 C -0.069
3 C -0.216
4 C -0.448


(2)
The following is a DFT calculation (ωB97M-V/def2-TZVPD) of C7H16N2O in the gas phase.

## Properties
**ΔE to the lowest compared entry with this formula, charge and spin**: 3.357 eV
**HOMO level**: -8.6 eV
**Electronic energy**: -12543.91718 eV
**E_LUMO**: 0.031 Eh

Geometry as ORCA input:
```
! wB97M-V def2-TZVPD RIJCOSX def2/J DEFGRID3
* xyz 0 1
C -0.916 0.200 1.912
C 0.153 0.730 0.878
C -0.495 1.690 -0.166
C -0.848 0.960 -1.478
C 0.391 0.302 -2.138
C 1.505 -0.002 -1.128
C 1.022 -0.364 0.238
H -0.156 -1.680 2.328
H 0.264 -0.596 3.427
H -1.191 1.063 2.539
H -1.758 -0.226 1.347
H 0.876 1.312 1.507
H -1.441 2.119 0.188
H 0.259 2.422 -0.474
H -1.314 1.704 -2.170
H -1.594 0.201 -1.258
H 0.806 0.944 -2.911
H 0.043 -0.588 -2.678
H 2.132 -0.817 -1.494
H 2.076 0.973 -1.063
H 1.922 -0.533 0.865
H -0.277 -2.101 -1.220
H -0.829 -3.062 -0.033
N -0.520 -0.849 2.832
N -0.657 -2.056 -0.238
O 0.548 -1.746 0.388
*
```

Here are the natural (NBO) charges for atoms 1 to 4, given in e:
1 C -0.210
2 C -0.271
3 C -0.405
4 C -0.405


(3)
The following is a DFT calculation (ωB97M-V/def2-TZVPD) of 9 unconnected molecules or ions with the total composition C31H56Cl2O24.

## Properties
**HOMO level (spin up / spin down)**: -12.2 / -12.2 eV
**<S²>**: 0.756
**Electronic energy**: -107225.53120 eV
**E_LUMO (spin up / spin down)**: -0.088 / -0.375 Eh

Geometry as ORCA input:
```
! wB97M-V def2-TZVPD RIJCOSX def2/J DEFGRID3
* xyz 1 2
Cl 10.480 2.268 -9.041
C 9.572 2.183 -10.564
C 8.199 2.748 -10.529
Cl 7.615 2.638 -12.169
H 9.741 1.123 -10.752
H 10.231 2.638 -11.303
H 8.186 3.798 -10.237
H 7.693 1.976 -9.949
C 5.401 0.592 -15.063
C 4.770 0.277 -13.787
O 3.448 0.661 -13.941
C 3.202 1.081 -15.173
O 2.173 1.622 -15.519
O 4.279 0.948 -15.926
H 5.973 -0.246 -15.459
H 5.981 1.512 -14.989
H 5.229 0.788 -12.941
H 4.814 -0.791 -13.572
C -1.075 5.201 -13.168
C -0.373 6.337 -13.798
O 0.562 6.725 -12.835
C 0.320 6.115 -11.645
O 0.927 6.258 -10.586
O -0.676 5.188 -11.798
H -0.753 4.306 -13.700
H -2.152 5.275 -13.324
H -1.089 7.006 -14.275
H 0.401 5.964 -14.470
C 3.349 3.574 -8.060
C 3.540 4.356 -9.347
O 4.106 3.364 -10.341
C 4.623 2.425 -9.606
O 5.251 1.544 -10.079
O 4.370 2.596 -8.262
H 2.293 3.333 -7.941
H 3.624 4.177 -7.195
H 4.124 5.271 -9.253
H 2.515 4.617 -9.610
C 4.960 5.283 -13.107
C 3.715 4.620 -13.659
O 2.881 5.406 -14.465
C 3.107 5.451 -15.869
O 4.047 5.051 -16.534
O 2.279 6.303 -16.331
C 2.187 6.651 -17.655
H 4.765 6.310 -12.796
H 5.820 5.232 -13.775
H 5.325 4.697 -12.264
H 3.131 4.224 -12.828
H 3.989 3.750 -14.256
H 2.503 5.792 -18.247
H 2.850 7.473 -17.923
H 1.131 6.705 -17.920
C -0.970 -1.003 -6.920
C -1.273 0.465 -6.765
O -0.982 1.048 -5.546
C 0.233 1.501 -5.135
O 1.153 1.692 -5.981
O 0.318 1.463 -3.752
C 1.568 1.720 -3.187
H -1.307 -1.224 -7.932
H -1.548 -1.627 -6.239
H 0.039 -1.361 -6.714
H -2.325 0.597 -7.016
H -0.795 1.041 -7.557
H 2.336 1.037 -3.550
H 1.413 1.427 -2.149
H 1.834 2.750 -3.426
C 9.076 9.768 -10.362
C 8.663 8.561 -9.550
O 7.338 8.459 -9.180
C 6.363 8.050 -10.121
O 6.531 8.095 -11.341
O 5.299 7.924 -9.378
C 3.890 8.074 -9.790
H 8.834 10.684 -9.823
H 8.636 9.760 -11.359
H 10.141 9.952 -10.503
H 9.199 8.768 -8.624
H 9.081 7.630 -9.933
H 3.417 8.501 -8.906
H 3.495 7.070 -9.951
H 3.700 8.840 -10.542
C 9.288 1.776 -2.398
C 9.346 3.307 -2.625
O 8.288 3.615 -3.517
C 7.280 4.604 -3.404
O 7.176 5.351 -2.375
O 6.577 4.616 -4.524
C 5.543 5.508 -4.614
H 10.227 1.359 -2.034
H 9.061 1.110 -3.231
H 8.496 1.586 -1.674
H 10.326 3.552 -3.035
H 9.196 3.940 -1.751
H 5.817 6.468 -4.176
H 4.657 5.096 -4.129
H 5.236 5.701 -5.642
C 6.568 1.488 -5.876
C 5.521 0.882 -4.877
O 6.210 0.725 -3.688
C 5.522 0.337 -2.582
O 4.363 0.032 -2.529
O 6.331 0.545 -1.521
C 5.878 0.242 -0.173
H 6.174 1.585 -6.887
H 7.306 0.693 -5.976
H 6.996 2.466 -5.652
H 5.132 -0.075 -5.223
H 4.748 1.630 -4.700
H 5.393 1.103 0.285
H 6.848 0.022 0.272
H 5.282 -0.671 -0.172
*
```

Here are the Mulliken charges for atoms 1 to 4, given in e:
1 Cl -0.127
2 C -0.753
3 C -0.043
4 Cl 0.127


(4)
The following is a DFT calculation (ωB97M-V/def2-TZVPD) of C4H8OS in the gas phase.

## Properties
**ΔE to the lowest compared entry with this formula, charge and spin**: 4.353 eV
**HOMO level**: -8.6 eV
**Electronic energy**: -17156.09701 eV
**E_LUMO**: 0.028 Eh

Geometry as ORCA input:
```
! wB97M-V def2-TZVPD RIJCOSX def2/J DEFGRID3
* xyz 0 1
C -0.638 -2.403 -0.176
C -0.364 0.328 0.062
C -0.206 1.698 0.771
C 1.033 0.906 0.184
H -1.227 -2.329 -1.148
H 0.363 -2.481 -0.266
H -1.096 -3.445 0.121
H -0.811 0.581 -0.881
H -0.264 2.144 1.960
H -0.615 2.524 0.118
H 1.760 0.444 0.698
H 2.063 1.639 -1.340
O 0.984 1.389 -1.220
S -0.982 -0.995 1.119
*
```

Here are the natural (NBO) charges for atoms 1 to 4, given in e:
1 C -0.703
2 C -0.387
3 C -0.445
4 C 0.034


(5)
The following is a DFT calculation (ωB97M-V/def2-TZVPD) of 2 unconnected molecules or ions with the total composition C23H40BFNO5.

## Properties
**HOMO level**: -4.4 eV
**Electronic energy**: -39620.85667 eV
**E_LUMO**: 0.092 Eh

Geometry as ORCA input:
```
! wB97M-V def2-TZVPD RIJCOSX def2/J DEFGRID3
* xyz -1 1
C -3.806 -0.982 2.586
C -4.513 -0.894 1.239
C -3.699 -0.051 0.249
C -3.834 -0.513 -1.214
C -2.512 -0.429 -1.991
C -1.833 -1.792 -2.164
C -0.713 -2.089 -1.141
C 0.700 -1.984 -1.701
C 0.977 -0.674 -2.450
C 1.121 0.488 -1.470
C 1.492 1.772 -2.189
C 1.810 2.943 -1.219
O 1.812 4.102 -2.057
C 1.424 5.307 -1.426
C 1.205 6.346 -2.538
O 0.833 2.905 -0.260
B 1.391 2.744 1.139
O 2.749 2.181 0.832
C 3.137 2.717 -0.393
C 3.909 4.012 -0.040
C 4.180 1.808 -1.085
O 4.152 0.460 -0.626
N 4.926 0.312 0.499
O 4.732 -0.721 1.022
H -3.414 -0.002 2.842
H -4.477 -1.295 3.382
H -2.967 -1.663 2.507
H -5.472 -0.410 1.408
H -4.702 -1.888 0.842
H -2.654 -0.061 0.546
H -4.070 0.965 0.323
H -4.588 0.112 -1.689
H -4.231 -1.522 -1.245
H -1.860 0.277 -1.492
H -2.744 -0.026 -2.975
H -2.591 -2.561 -2.040
H -1.415 -1.922 -3.158
H -0.814 -1.471 -0.254
H -0.871 -3.111 -0.798
H 0.924 -2.816 -2.365
H 1.402 -2.002 -0.871
H 1.889 -0.784 -3.038
H 0.182 -0.445 -3.155
H 1.814 0.249 -0.673
H 0.145 0.647 -1.033
H 2.288 1.635 -2.922
H 0.620 2.113 -2.743
H 2.207 5.688 -0.779
H 0.496 5.195 -0.878
H 0.177 6.266 -2.877
H 1.435 7.350 -2.200
H 1.820 6.073 -3.388
H 1.426 3.825 1.718
H 0.676 1.895 1.660
H 4.751 3.716 0.569
H 4.327 4.473 -0.943
H 3.281 4.716 0.486
H 4.057 1.811 -2.158
H 5.173 2.208 -0.897
F -2.054 -3.974 1.737
C -1.522 -4.706 2.731
C -0.179 -5.024 2.681
C 0.367 -5.775 3.711
C -0.430 -6.201 4.765
C -1.778 -5.871 4.793
C -2.332 -5.114 3.772
H 0.422 -4.684 1.849
H 1.419 -6.026 3.691
H 0.001 -6.788 5.566
H -2.401 -6.203 5.613
H -3.378 -4.838 3.777
*
```

Here are the Mulliken charges for atoms 1 to 4, given in e:
1 C -1.277
2 C -0.325
3 C -0.459
4 C -1.164